Record 1
DFT (the ωB97M-V functional and the def2-TZVPD basis) results for a molecular structure, C5H7O3 at a distorted geometry.

Computed properties:
LUMO energy (alpha / beta) in eV: 0.57 / -0.56
Gap between HOMO and LUMO (alpha / beta) in eV: 8.93 / 9.64
Spin multiplicity: 2
Total charge: 0

Each line ends with the Mulliken spin population.
Cartesian coordinates (Å):
H: 0.71 1.36 0.82  0.00
C: 1.05 -0.04 0.77  0.56
O: 2.11 -0.43 1.17  0.21
C: -0.08 -0.45 -0.12  0.07
C: 0.33 -1.51 -1.16  0.02
C: -1.17 -0.83 0.89  0.00
C: -2.45 -0.56 0.51  0.00
O: -0.40 0.81 -0.72  -0.02
O: 0.46 1.86 -0.04  0.14
H: 0.67 -2.41 -0.59  0.00
H: -0.58 -1.71 -1.76  0.01
H: 1.17 -1.08 -1.76  0.00
H: -0.78 -1.35 1.79  0.01
H: -3.27 -0.83 1.16  0.00
H: -2.59 -0.01 -0.44  0.00

Record 2
DFT (the ωB97M-V functional and the def2-TZVPD basis) results for a molecular structure, C5H7O4Tl at a distorted geometry.

Computed properties:
LUMO energy (alpha / beta) in eV: -4.26 / -4.38
Gap between HOMO and LUMO (alpha / beta) in eV: 8.32 / 9.96
Spin multiplicity: 2
Total charge: +1

Each line ends with the Mulliken spin population.
Cartesian coordinates (Å):
O: -1.76 1.66 -0.21  0.04
Tl: -0.08 0.90 -0.25  0.02
C: -2.90 0.84 -0.13  -0.06
C: -2.52 -0.52 0.38  0.86
H: -3.65 1.29 0.54  0.06
H: -3.37 0.74 -1.13  0.02
H: -1.76 -0.61 1.17  0.03
H: -2.90 -1.42 -0.10  0.01
C: 1.20 -1.98 -1.05  0.00
C: 1.24 -0.70 -0.66  0.01
H: 0.35 -2.32 -1.64  0.00
H: 2.05 -2.67 -0.94  0.00
O: 2.50 -0.37 -0.01  0.00
C: 2.54 0.78 0.59  0.00
O: 1.59 1.56 0.73  0.00
O: 3.72 0.99 1.13  0.00
H: 3.74 1.84 1.58  0.00

Record 3
DFT (the ωB97M-V functional and the def2-TZVPD basis) results for C5H7O6P in the gas phase at a distorted geometry.

Computed properties:
LUMO energy (alpha / beta) in eV: -0.55 / -0.55
Gap between HOMO and LUMO (alpha / beta) in eV: 8.04 / 8.04
Spin multiplicity: 1
Total charge: 0

Each line ends with the Mulliken charge.
Cartesian coordinates (Å):
C: -2.34 -1.89 0.18  0.10
C: -1.20 -0.94 -0.58  0.00
C: 1.25 1.20 -0.07  -0.57
C: 0.25 -1.22 -0.19  0.10
C: 0.89 -0.14 0.75  -0.15
O: -3.03 -2.81 0.02  -0.29
O: -2.36 2.65 -0.12  -0.56
O: -1.53 0.37 -0.72  -0.26
O: 0.23 2.19 0.05  -0.44
O: 1.03 -1.31 -1.36  -0.51
O: 2.19 -0.61 1.25  -0.55
P: -1.70 1.53 0.51  0.38
H: 1.17 0.88 -1.03  0.40
H: 2.15 1.68 0.16  0.42
H: 0.29 -2.31 0.22  0.31
H: 0.12 0.01 1.55  0.46
H: 0.14 2.76 -0.75  0.37
H: 0.39 -1.08 -2.02  0.42
H: 2.06 -0.98 2.16  0.37

Record 4
DFT (the ωB97M-V functional and the def2-TZVPD basis) results for C5H7OP in the gas phase at a distorted geometry.

Computed properties:
LUMO energy in eV: -0.24
Structure (SMILES): C=C/C=C(/C)P=O
Gap between HOMO and LUMO in eV: 8.60
Spin multiplicity: 1
Total charge: 0

Each line ends with the Mulliken charge.
Cartesian coordinates (Å):
C: 1.01 1.16 1.67  -0.90
C: 1.51 0.70 0.52  0.13
C: 0.94 -0.42 -0.29  -0.14
C: -0.39 -0.43 -0.28  0.38
C: -1.25 -1.45 -1.04  -1.25
P: -1.62 0.65 0.45  0.11
O: -1.37 1.64 -0.54  -0.42
H: 0.10 0.85 2.16  0.36
H: 1.44 2.02 2.09  0.23
H: 2.42 1.24 -0.03  0.21
H: 1.61 -0.81 -1.13  0.26
H: -2.30 -1.21 -0.90  0.40
H: -1.10 -2.35 -0.52  0.34
H: -1.00 -1.58 -2.15  0.27

Record 5
DFT (the ωB97M-V functional and the def2-TZVPD basis) results for C5H7PS in the gas phase at a distorted geometry.

Computed properties:
LUMO energy in eV: 0.91
Structure (SMILES): Cc1ccsc1P
Gap between HOMO and LUMO in eV: 9.50
Spin multiplicity: 1
Total charge: 0

Each line ends with the Mulliken charge.
Cartesian coordinates (Å):
C: 0.12 1.64 0.14  -1.42
C: 0.18 0.20 -0.12  0.58
C: 1.34 -0.19 -0.79  -0.52
C: 1.48 -1.52 -1.07  -0.45
S: 0.09 -2.38 -0.39  -0.18
C: -0.66 -0.86 0.15  0.18
P: -2.51 -0.87 0.70  -0.08
H: 0.30 2.17 -0.77  0.35
H: -0.78 2.06 0.58  0.36
H: 0.91 1.93 0.72  0.37
H: 2.11 0.58 -1.10  0.26
H: 2.42 -1.86 -1.33  0.45
H: -2.47 0.50 1.19  0.02
H: -2.52 -1.40 2.08  0.06

Record 6
DFT (the ωB97M-V functional and the def2-TZVPD basis) results for C5H8 in the gas phase.

Computed properties:
LUMO energy in eV: 1.13
Structure (SMILES): C#CCCC
Gap between HOMO and LUMO in eV: 11.04
Spin multiplicity: 1
Total charge: 0

Each line ends with the Mulliken charge.
Cartesian coordinates (Å):
C: 2.94 0.38 -0.07  0.14
C: 1.84 -0.05 0.16  -0.45
C: 0.48 -0.56 0.39  -0.67
C: -0.62 0.49 0.12  -0.34
C: -1.81 -0.12 -0.63  -1.25
H: 3.91 0.76 -0.31  0.40
H: 0.41 -0.94 1.42  0.27
H: 0.33 -1.43 -0.27  0.28
H: -0.20 1.31 -0.47  0.31
H: -0.96 0.92 1.07  0.29
H: -1.49 -0.48 -1.62  0.35
H: -2.24 -0.96 -0.08  0.31
H: -2.60 0.63 -0.79  0.34

Record 7
DFT (the ωB97M-V functional and the def2-TZVPD basis) results for C5H8 in the gas phase.

Computed properties:
LUMO energy in eV: 1.16
Structure (SMILES): C=CC(=C)C
Gap between HOMO and LUMO in eV: 10.02
Spin multiplicity: 1
Total charge: 0

Each line ends with the Mulliken charge.
Cartesian coordinates (Å):
C: 1.87 -0.45 -0.61  -0.77
C: 0.81 0.35 -0.73  -0.29
C: -0.49 0.24 -0.02  1.01
C: -1.55 0.81 -0.57  -1.03
C: -0.53 -0.52 1.28  -1.21
H: 1.98 -1.21 0.15  0.22
H: 2.71 -0.31 -1.28  0.25
H: 0.82 1.16 -1.44  0.27
H: -2.49 0.82 -0.02  0.27
H: -1.55 1.30 -1.54  0.29
H: -1.15 -0.02 2.01  0.38
H: 0.47 -0.65 1.70  0.32
H: -0.91 -1.52 1.07  0.28

Record 8
DFT (the ωB97M-V functional and the def2-TZVPD basis) results for C5H8 in the gas phase at a distorted geometry.

Computed properties:
LUMO energy in eV: 0.99
Structure (SMILES): C=C=CCC
Gap between HOMO and LUMO in eV: 10.09
Spin multiplicity: 1
Total charge: 0

Each line ends with the Mulliken charge.
Cartesian coordinates (Å):
C: -1.53 0.07 -0.89  -0.53
C: -0.48 0.79 -1.28  -0.18
C: 0.80 0.78 -0.97  -0.46
C: 1.17 -0.08 0.28  -0.25
C: -0.07 -0.39 1.12  -0.98
H: -1.40 -1.00 -1.05  0.29
H: -2.41 0.37 -0.31  0.35
H: 1.59 1.21 -1.56  0.37
H: 1.64 -1.00 -0.11  0.25
H: 1.92 0.42 0.90  0.30
H: -0.41 -1.43 1.06  0.23
H: -0.07 -0.07 2.15  0.36
H: -0.75 0.33 0.64  0.26

Record 9
DFT (the ωB97M-V functional and the def2-TZVPD basis) results for C5H8 in the gas phase at a distorted geometry.

Computed properties:
LUMO energy in eV: 1.00
Structure (SMILES): CC#CCC
Gap between HOMO and LUMO in eV: 10.22
Spin multiplicity: 1
Total charge: 0

Each line ends with the Mulliken charge.
Cartesian coordinates (Å):
C: -0.81 -1.71 -1.31  -1.14
C: -0.56 -0.82 -0.19  0.40
C: -0.43 -0.15 0.81  -0.12
C: 0.17 1.04 1.39  -0.47
C: 0.91 1.48 -0.21  -0.87
H: -1.41 -2.54 -0.92  0.28
H: -1.37 -1.22 -2.12  0.28
H: 0.11 -2.12 -1.74  0.28
H: -0.61 1.71 1.81  0.29
H: 0.84 0.78 2.23  0.29
H: 1.47 0.56 -0.26  0.24
H: 1.55 2.22 -0.76  0.30
H: -0.05 1.53 -0.70  0.24

Record 10
DFT (the ωB97M-V functional and the def2-TZVPD basis) results for C5H8 in the gas phase at a distorted geometry.

Computed properties:
LUMO energy in eV: 1.14
Structure (SMILES): C=C=CCC
Gap between HOMO and LUMO in eV: 10.49
Spin multiplicity: 1
Total charge: 0

Each line ends with the Mulliken charge.
Cartesian coordinates (Å):
C: 1.77 -1.01 0.70  -0.72
C: 1.15 -0.68 -0.38  0.09
C: 0.35 -0.04 -1.18  -0.39
C: -0.89 0.65 -0.71  -0.19
C: -1.16 0.47 0.75  -1.07
H: 2.49 -0.34 1.12  0.25
H: 1.75 -2.03 1.03  0.26
H: 0.60 0.03 -2.22  0.35
H: -0.79 1.70 -0.99  0.31
H: -1.72 0.26 -1.30  0.27
H: -0.54 1.08 1.42  0.27
H: -2.20 0.67 1.01  0.34
H: -1.03 -0.72 0.85  0.24

Asked for relative energy (zero: lowest compared OMol25 entry of this formula, charge and spin) across the records above, the calculation gives 55.2; 412.5; 281.8; 216.6; 89.9; 130.8; 71.2; 309.3; 320.5; 161.5 kJ/mol in order.
Asked for calculated total energy across the records above, the calculation gives -420.19819; -667.73338; -987.40179; -611.20398; -934.20497; -195.24221; -195.26493; -195.17422; -195.16995; -195.23052 a.u. in order.